Run P
Computed, not measured: a cluster of 2 separate species, C3H2F2O2 in total, with the ωB97M-V functional and the def2-TZVPD basis.

Computed properties:
SMILES: O=C=CF.O=CF
Total charge: 0
Spin multiplicity: 1
HOMO energy: -9.42 eV
Orbital gap: 9.40 eV
LUMO: -0.022 eV

Each atom is followed by the atoms it is bonded to, with distances in Å.
Element x y z (Å)
1 O -0.641 -3.164 0.511  C2 1.159
2 C -0.433 -2.036 0.677  O1 1.159, C3 1.302
3 C -0.152 -0.792 0.936  C2 1.302, F4 1.361, H5 1.076
4 F -1.037 0.216 0.701  C3 1.361
5 H 0.809 -0.466 1.293  C3 1.076
6 O 1.076 0.578 -1.240  C7 1.174
7 C 0.349 1.486 -1.077  O6 1.174, F8 1.337, H9 1.096
8 F 0.658 2.504 -0.266  C7 1.337
9 H -0.628 1.676 -1.536  C7 1.096

Results of the Löwdin charge analysis, in e, for atoms 1 through 6:
1 O 0.1986
2 C -0.1392
3 C -0.1503
4 F -0.0115
5 H 0.1236
6 O 0.1171


Run Q
Computed, not measured: a cluster of 2 separate species, C3H2F2O2 in total, with the ωB97M-V functional and the def2-TZVPD basis.

Computed properties:
SMILES: F/C=C/F.O=C=O
Total charge: 0
Spin multiplicity: 1
HOMO energy: -10.25 eV
Orbital gap: 10.83 eV
LUMO: 0.581 eV

Each atom is followed by the atoms it is bonded to, with distances in Å.
Element x y z (Å)
1 F -2.395 0.357 1.013  C2 1.374
2 C -1.534 0.386 -0.057  F1 1.374, C3 1.291, H5 1.098
3 C -1.060 -0.796 -0.269  C2 1.291, F4 1.385, H6 1.079
4 F -0.116 -1.065 -1.246  C3 1.385
5 H -1.755 1.302 -0.622  C2 1.098
6 H -1.252 -1.656 0.355  C3 1.079
7 O 3.408 -0.384 0.101  C8 1.126
8 C 2.735 0.494 0.310  O7 1.126, O9 1.163
9 O 1.969 1.363 0.415  C8 1.163

Results of the Löwdin charge analysis, in e, for atoms 1 through 6:
1 F -0.0360
2 C -0.0987
3 C -0.1031
4 F -0.0195
5 H 0.1380
6 H 0.1282


The structure with the least stability is run P.


Run P
Computed, not measured: the molecule C3H2F2O2, with the ωB97M-V functional and the def2-TZVPD basis.

Computed properties:
SMILES: O=C1O[C@H](F)[C@H]1F
Total charge: 0
Spin multiplicity: 1
HOMO energy: -10.85 eV
Orbital gap: 11.67 eV
LUMO: 0.828 eV

Each atom is followed by the atoms it is bonded to, with distances in Å.
Element x y z (Å)
1 O 0.481 -1.157 -2.675  C2 1.160
2 C 0.217 -0.848 -1.589  O1 1.160, O3 1.361, C6 1.573
3 O -0.077 -1.622 -0.509  C2 1.361, C4 1.409
4 C -0.220 -0.648 0.500  O3 1.409, F5 1.306, C6 1.812, H8 1.109
5 F -1.361 -0.702 1.133  C4 1.306
6 C 0.144 0.529 -0.830  C2 1.573, C4 1.812, F7 1.337, H9 1.003
7 F 1.349 1.067 -0.615  C6 1.337
8 H 0.693 -0.662 1.128  C4 1.109
9 H -0.576 1.087 -1.249  C6 1.003

Results of the Löwdin charge analysis, in e, for atoms 1 through 6:
1 O 0.1983
2 C -0.4260
3 O 0.0869
4 C -0.2317
5 F 0.1169
6 C -0.0680


Run Q
Computed, not measured: a cluster of 2 separate species, C3H2F2O2 in total, with the ωB97M-V functional and the def2-TZVPD basis.

Computed properties:
SMILES: F/C=C/F.O=C=O
Total charge: 0
Spin multiplicity: 1
HOMO energy: -9.92 eV
Orbital gap: 10.51 eV
LUMO: 0.590 eV

Each atom is followed by the atoms it is bonded to, with distances in Å.
Element x y z (Å)
1 F -1.271 -0.210 -0.954  C2 1.396
2 C -0.120 0.554 -0.751  F1 1.396, C3 1.352, H5 1.089
3 C 0.585 0.164 0.336  C2 1.352, F4 1.296, H6 1.086
4 F 1.670 0.722 0.770  C3 1.296
5 H 0.140 1.209 -1.581  C2 1.089
6 H 0.169 -0.636 0.941  C3 1.086
7 O 0.676 -3.247 0.512  C8 1.136
8 C -0.379 -3.332 0.099  O7 1.136, O9 1.135
9 O -1.474 -3.525 -0.130  C8 1.135

Results of the Löwdin charge analysis, in e, for atoms 1 through 6:
1 F -0.0507
2 C -0.0624
3 C -0.1706
4 F 0.0690
5 H 0.1172
6 H 0.1128


The structure with the least stability is run P.


Run P
Computed, not measured: the molecule C26H33N3O4S, with the ωB97M-V functional and the def2-TZVPD basis.

Computed properties:
SMILES: COc1ccc(-c2cc(C)no2)cc1S(=O)(=O)NCC1CCN(Cc2cc(C)ccc2C)CC1
Total charge: 0
Spin multiplicity: 1
HOMO energy: -8.60 eV
Orbital gap: 8.92 eV
LUMO: 0.316 eV

Each atom is followed by the atoms it is bonded to, with distances in Å.
Element x y z (Å)
1 C -0.841 -0.155 3.780  O2 1.413, H35 1.088, H36 1.093, H37 1.094
2 O -1.310 -0.763 2.594  C1 1.413, C3 1.354
3 C -2.358 -0.203 1.945  O2 1.354, C4 1.395, C14 1.396
4 C -2.942 1.023 2.264  C3 1.395, C5 1.382, H38 1.078
5 C -3.989 1.512 1.506  C4 1.382, C6 1.395, H39 1.079
6 C -4.484 0.803 0.411  C5 1.395, C7 1.448, C13 1.396
7 C -5.580 1.332 -0.373  C6 1.448, C8 1.373, O12 1.349
8 C -6.260 0.839 -1.460  C7 1.373, C9 1.417, H40 1.069
9 C -7.221 1.840 -1.749  C8 1.417, C10 1.483, N11 1.308
10 C -8.236 1.839 -2.830  C9 1.483, H41 1.089, H42 1.086, H43 1.089
11 N -7.108 2.830 -0.902  C9 1.308, O12 1.352
12 O -6.102 2.532 -0.049  C7 1.349, N11 1.352
13 C -3.902 -0.427 0.098  C6 1.396, C14 1.373, H44 1.077
14 C -2.865 -0.913 0.855  C3 1.396, C13 1.373, S15 1.801
15 S -2.194 -2.537 0.461  C14 1.801, O16 1.430, O17 1.433, N18 1.657
16 O -2.413 -3.412 1.571  S15 1.430
17 O -2.711 -2.907 -0.823  S15 1.433
18 N -0.556 -2.333 0.310  S15 1.657, C19 1.445, H45 1.008
19 C -0.140 -1.398 -0.710  N18 1.445, C20 1.530, H46 1.092, H47 1.101
20 C 1.349 -1.541 -1.032  C19 1.530, C21 1.528, C34 1.529, H48 1.094
21 C 1.708 -0.745 -2.287  C20 1.528, C22 1.526, H49 1.091, H50 1.091
22 C 3.202 -0.854 -2.578  C21 1.526, N23 1.449, H51 1.093, H52 1.107
23 N 3.964 -0.349 -1.454  C22 1.449, C24 1.452, C33 1.451
24 C 5.386 -0.268 -1.733  N23 1.452, C25 1.508, H53 1.096, H54 1.103
25 C 6.105 0.600 -0.730  C24 1.508, C26 1.389, C31 1.395
26 C 5.408 1.635 -0.119  C25 1.389, C27 1.385, H55 1.080
27 C 6.009 2.477 0.802  C26 1.385, C28 1.500, C29 1.389
28 C 5.240 3.582 1.462  C27 1.500, H56 1.087, H57 1.090, H58 1.089
29 C 7.348 2.270 1.106  C27 1.389, C30 1.381, H59 1.081
30 C 8.055 1.254 0.493  C29 1.381, C31 1.390, H60 1.081
31 C 7.454 0.408 -0.431  C25 1.395, C30 1.390, C32 1.500
32 C 8.261 -0.675 -1.086  C31 1.500, H61 1.089, H62 1.090, H63 1.087
33 C 3.702 -1.148 -0.271  N23 1.451, C34 1.525, H64 1.093, H65 1.107
34 C 2.230 -1.050 0.116  C20 1.529, C33 1.525, H66 1.091, H67 1.092
35 H -0.067 -0.819 4.161  C1 1.088
36 H -1.637 -0.064 4.523  C1 1.093
37 H -0.409 0.830 3.579  C1 1.094
38 H -2.586 1.601 3.101  C4 1.078
39 H -4.436 2.460 1.760  C5 1.079
40 H -6.108 -0.085 -1.974  C8 1.069
41 H -8.897 0.981 -2.720  C10 1.089
42 H -8.820 2.753 -2.782  C10 1.086
43 H -7.749 1.770 -3.801  C10 1.089
44 H -4.240 -1.027 -0.730  C13 1.077
45 H -0.146 -2.176 1.218  N18 1.008
46 H -0.742 -1.645 -1.587  C19 1.092
47 H -0.359 -0.357 -0.422  C19 1.101
48 H 1.552 -2.602 -1.208  C20 1.094
49 H 1.141 -1.112 -3.143  C21 1.091
50 H 1.456 0.305 -2.131  C21 1.091
51 H 3.446 -0.253 -3.459  C22 1.093
52 H 3.456 -1.907 -2.802  C22 1.107
53 H 5.510 0.180 -2.726  C24 1.096
54 H 5.841 -1.273 -1.767  C24 1.103
55 H 4.369 1.769 -0.381  C26 1.080
56 H 4.246 3.674 1.033  C28 1.087
57 H 5.141 3.388 2.530  C28 1.090
58 H 5.761 4.532 1.345  C28 1.089
59 H 7.841 2.912 1.823  C29 1.081
60 H 9.099 1.113 0.735  C30 1.081
61 H 8.223 -0.583 -2.170  C32 1.089
62 H 7.879 -1.660 -0.817  C32 1.090
63 H 9.300 -0.617 -0.770  C32 1.087
64 H 4.327 -0.769 0.541  C33 1.093
65 H 3.967 -2.209 -0.441  C33 1.107
66 H 2.056 -1.644 1.015  C34 1.091
67 H 1.992 -0.007 0.335  C34 1.092

Results of the Löwdin charge analysis, in e, for atoms 1 through 6:
1 C -0.0551
2 O -0.1069
3 C -0.2575
4 C 0.0104
5 C 0.0117
6 C -0.1357


Run Q
Computed, not measured: the molecule C26H33N3O4S, with the ωB97M-V functional and the def2-TZVPD basis.

Computed properties:
SMILES: COc1cccc(CCN2CCC(CNS(=O)(=O)c3cc(-c4cc(C)no4)ccc3C)CC2)c1
Total charge: 0
Spin multiplicity: 1
HOMO energy: -8.10 eV
Orbital gap: 8.29 eV
LUMO: 0.186 eV

Each atom is followed by the atoms it is bonded to, with distances in Å.
Element x y z (Å)
1 C -6.358 -0.200 1.960  O2 1.406, H35 1.095, H36 1.094, H37 1.089
2 O -5.218 -0.488 1.187  C1 1.406, C3 1.369
3 C -4.781 0.451 0.292  O2 1.369, C4 1.389, C34 1.393
4 C -5.337 1.714 0.133  C3 1.389, C5 1.386, H38 1.079
5 C -4.795 2.582 -0.801  C4 1.386, C6 1.380, H39 1.080
6 C -3.710 2.213 -1.570  C5 1.380, C7 1.391, H40 1.079
7 C -3.146 0.950 -1.419  C6 1.391, C8 1.499, C34 1.384
8 C -1.932 0.551 -2.202  C7 1.499, C9 1.542, H41 1.090, H42 1.092
9 C -0.648 0.794 -1.385  C8 1.542, N10 1.452, H43 1.094, H44 1.096
10 N -0.471 2.210 -1.117  C9 1.452, C11 1.447, C33 1.448
11 C 0.805 2.763 -1.518  N10 1.447, C12 1.534, H45 1.092, H46 1.095
12 C 1.954 2.377 -0.577  C11 1.534, C13 1.528, H47 1.091, H48 1.090
13 C 1.627 2.818 0.849  C12 1.528, C14 1.535, C32 1.529, H49 1.097
14 C 2.740 2.431 1.833  C13 1.535, N15 1.456, H50 1.095, H51 1.092
15 N 2.886 0.988 1.956  C14 1.456, S16 1.682, H52 1.007
16 S 4.081 0.247 1.032  N15 1.682, O17 1.437, O18 1.435, C19 1.798
17 O 4.811 -0.631 1.905  S16 1.437
18 O 4.812 1.249 0.311  S16 1.435
19 C 3.147 -0.804 -0.088  S16 1.798, C20 1.378, C30 1.391
20 C 1.907 -1.234 0.333  C19 1.378, C21 1.394, H53 1.077
21 C 1.144 -2.075 -0.477  C20 1.394, C22 1.449, C28 1.396
22 C -0.166 -2.533 -0.060  C21 1.449, C23 1.373, O27 1.348
23 C -0.907 -2.325 1.077  C22 1.373, C24 1.418, H54 1.069
24 C -2.097 -3.065 0.857  C23 1.418, C25 1.482, N26 1.308
25 C -3.267 -3.198 1.757  C24 1.482, H55 1.090, H56 1.088, H57 1.086
26 N -2.049 -3.650 -0.312  C24 1.308, O27 1.352
27 O -0.869 -3.331 -0.889  C22 1.348, N26 1.352
28 C 1.669 -2.472 -1.709  C21 1.396, C29 1.380, H58 1.079
29 C 2.927 -2.061 -2.098  C28 1.380, C30 1.394, H59 1.080
30 C 3.702 -1.228 -1.292  C19 1.391, C29 1.394, C31 1.490
31 C 5.078 -0.822 -1.694  C30 1.490, H60 1.089, H61 1.088, H62 1.087
32 C 0.275 2.238 1.263  C13 1.529, C33 1.536, H63 1.092, H64 1.091
33 C -0.801 2.614 0.234  N10 1.448, C32 1.536, H65 1.091, H66 1.095
34 C -3.690 0.078 -0.491  C3 1.393, C7 1.384, H67 1.079
35 H -6.188 0.654 2.625  C1 1.095
36 H -7.230 -0.002 1.329  C1 1.094
37 H -6.542 -1.090 2.559  C1 1.089
38 H -6.184 2.031 0.721  C4 1.079
39 H -5.233 3.562 -0.922  C5 1.080
40 H -3.287 2.902 -2.284  C6 1.079
41 H -1.874 1.135 -3.121  C8 1.090
42 H -1.982 -0.509 -2.458  C8 1.092
43 H 0.202 0.409 -1.956  C9 1.094
44 H -0.713 0.213 -0.458  C9 1.096
45 H 1.022 2.437 -2.538  C11 1.092
46 H 0.698 3.853 -1.528  C11 1.095
47 H 2.092 1.295 -0.597  C12 1.091
48 H 2.885 2.837 -0.908  C12 1.090
49 H 1.557 3.913 0.864  C13 1.097
50 H 3.686 2.854 1.480  C14 1.095
51 H 2.512 2.846 2.817  C14 1.092
52 H 2.989 0.670 2.907  N15 1.007
53 H 1.543 -0.903 1.290  C20 1.077
54 H -0.658 -1.745 1.940  C23 1.069
55 H -3.860 -2.284 1.728  C25 1.090
56 H -2.938 -3.365 2.780  C25 1.088
57 H -3.887 -4.026 1.427  C25 1.086
58 H 1.082 -3.116 -2.345  C28 1.079
59 H 3.327 -2.395 -3.044  C29 1.080
60 H 5.781 -1.071 -0.900  C31 1.089
61 H 5.130 0.257 -1.831  C31 1.088
62 H 5.376 -1.319 -2.614  C31 1.087
63 H -0.014 2.614 2.246  C32 1.092
64 H 0.360 1.152 1.326  C32 1.091
65 H -1.759 2.168 0.505  C33 1.091
66 H -0.925 3.702 0.227  C33 1.095
67 H -3.283 -0.912 -0.364  C34 1.079

Results of the Löwdin charge analysis, in e, for atoms 1 through 6:
1 C -0.0884
2 O -0.1132
3 C -0.2609
4 C -0.0314
5 C -0.0758
6 C -0.0572


The structure with the least stability is run Q.


Run P
Computed, not measured: the molecule C5H11N3O, with the ωB97M-V functional and the def2-TZVPD basis.

Computed properties:
SMILES: [H]/N=C1/C[C@]1(CC)N(N)O
Total charge: 0
Spin multiplicity: 1
HOMO energy: -8.74 eV
Orbital gap: 9.57 eV
LUMO: 0.829 eV

Each atom is followed by the atoms it is bonded to, with distances in Å.
Element x y z (Å)
1 H 1.177 2.219 -1.634  N2 1.020
2 N 0.762 1.423 -2.117  H1 1.020, C3 1.236
3 C 0.062 0.676 -1.425  N2 1.236, C4 1.529, C5 1.468
4 C -0.868 -0.538 -1.428  C3 1.529, C5 1.518, H11 1.078, H12 1.080
5 C -0.337 0.075 -0.146  C3 1.468, C4 1.518, C6 1.560, N8 1.441
6 C 0.833 -0.584 0.648  C5 1.560, C7 1.521, H13 1.094, H14 1.094
7 C 1.733 -1.495 -0.173  C6 1.521, H15 1.087, H16 1.088, H17 1.088
8 N -1.330 0.791 0.613  C5 1.441, N9 1.383, O10 1.467
9 N -0.787 1.854 1.312  N8 1.383, H18 1.015, H19 1.022
10 O -1.973 -0.168 1.519  N8 1.467, H20 0.968
11 H -0.463 -1.469 -1.791  C4 1.078
12 H -1.905 -0.349 -1.664  C4 1.080
13 H 0.356 -1.154 1.451  C6 1.094
14 H 1.431 0.218 1.091  C6 1.094
15 H 1.189 -2.366 -0.531  C7 1.087
16 H 2.148 -0.963 -1.026  C7 1.088
17 H 2.559 -1.844 0.443  C7 1.088
18 H -1.541 2.446 1.645  N9 1.015
19 H -0.216 1.564 2.108  N9 1.022
20 H -2.831 -0.337 1.103  O10 0.968

Results of the Löwdin charge analysis, in e, for atoms 1 through 6:
1 H 0.0614
2 N 0.1669
3 C -0.2964
4 C 0.0203
5 C -0.4072
6 C -0.1659


Run Q
Computed, not measured: the molecule C5H11N3O, with the ωB97M-V functional and the def2-TZVPD basis.

Computed properties:
Total charge: 0
Spin multiplicity: 1
HOMO energy: -8.50 eV
Orbital gap: 9.44 eV
LUMO: 0.937 eV

Each atom is followed by the atoms it is bonded to, with distances in Å.
Element x y z (Å)
1 C 1.959 -0.981 0.743  C8 1.491, H18 1.095, H19 1.091, H20 1.085
2 C 0.478 0.968 0.016  C4 1.576, C8 1.335, O9 1.377
3 C -0.766 0.022 -1.482  C4 1.496, N5 1.314
4 C -0.938 0.278 -0.018  C2 1.576, C3 1.496, N6 1.452, N7 1.452
5 N -0.487 -1.230 -1.765  C3 1.314, H11 1.021, H12 1.009
6 N -2.023 1.208 0.244  C4 1.452, H13 1.013, H14 1.012
7 N -1.038 -0.888 0.841  C4 1.452, H15 1.016, H16 1.014
8 C 1.635 0.436 0.413  C1 1.491, C2 1.335, H17 1.084
9 O 0.448 2.326 -0.211  C2 1.377, H10 0.966
10 H -0.273 2.510 -0.827  O9 0.966
11 H -0.374 -1.949 -1.049  N5 1.021
12 H -0.268 -1.482 -2.717  N5 1.009
13 H -1.792 1.871 0.975  N6 1.013
14 H -2.299 1.705 -0.593  N6 1.012
15 H -1.967 -1.282 0.718  N7 1.016
16 H -0.941 -0.603 1.810  N7 1.014
17 H 2.472 1.125 0.437  C8 1.084
18 H 2.554 -1.416 -0.067  C1 1.095
19 H 2.552 -1.031 1.658  C1 1.091
20 H 1.069 -1.588 0.874  C1 1.085

Results of the Löwdin charge analysis, in e, for atoms 1 through 6:
1 C -0.1075
2 C -0.3125
3 C -0.0513
4 C -0.5862
5 N 0.0832
6 N 0.0781


Run R
Computed, not measured: the molecule C5H11N3O, with the ωB97M-V functional and the def2-TZVPD basis.

Computed properties:
SMILES: C[C@@]1(C(N)(N)C=O)CN1
Total charge: 0
Spin multiplicity: 1
HOMO energy: -9.02 eV
Orbital gap: 9.84 eV
LUMO: 0.820 eV

Each atom is followed by the atoms it is bonded to, with distances in Å.
Element x y z (Å)
1 C 1.958 0.133 0.314  C2 1.506, H10 1.090, H11 1.089, H12 1.086
2 C 0.584 -0.408 0.020  C1 1.506, C3 1.528, C8 1.555, N9 1.427
3 C -0.571 0.562 0.264  C2 1.528, N4 1.449, N5 1.449, C6 1.551
4 N -0.375 1.930 -0.172  C3 1.449, H13 1.012, H14 1.014
5 N -0.847 0.575 1.686  C3 1.449, H15 1.016, H16 1.014
6 C -1.731 -0.087 -0.536  C3 1.551, O7 1.214, H17 1.105
7 O -2.424 -0.987 -0.105  C6 1.214
8 C 0.398 -1.346 -1.206  C2 1.555, N9 1.464, H18 1.083, H19 1.085
9 N 0.435 -1.818 0.179  C2 1.427, C8 1.464, H20 1.018
10 H 2.247 0.873 -0.432  C1 1.090
11 H 1.942 0.596 1.299  C1 1.089
12 H 2.681 -0.677 0.294  C1 1.086
13 H 0.482 2.346 0.171  N4 1.012
14 H -0.354 2.024 -1.181  N4 1.014
15 H -1.323 -0.276 1.971  N5 1.016
16 H -1.459 1.342 1.940  N5 1.014
17 H -1.981 0.472 -1.455  C6 1.105
18 H 1.292 -1.568 -1.776  C8 1.083
19 H -0.471 -1.604 -1.801  C8 1.085
20 H -0.485 -2.084 0.525  N9 1.018

Results of the Löwdin charge analysis, in e, for atoms 1 through 6:
1 C -0.0262
2 C -0.4509
3 C -0.5449
4 N 0.1012
5 N 0.1032
6 C -0.2049


The structure with the least stability is run P.